Record 1
Entry from the Open Molecules 2025 dataset: C3H5F2NO2S in the gas phase in a non-equilibrium geometry (ωB97M-V with the def2-TZVPD basis set).

highest occupied orbital energy: -9.00 eV
total charge: 0
frontier orbital gap: 9.064 eV

Each line ends with the Mulliken charge.
Positions of all 14 atoms, in Å:
F 0.4751 1.3635 -1.2907  -0.26
C -1.0388 -1.7242 -0.4414  0.24
O 2.3660 -1.0243 0.7418  -0.56
H -1.3869 -1.7888 -2.4740  0.35
C -0.1672 1.4144 1.0183  -1.20
O -0.6954 -1.5485 -1.7122  -0.50
H -0.1584 2.4691 1.1825  0.37
C 0.8429 1.1292 -0.0257  0.83
H -0.0785 0.8299 2.0155  0.31
H -2.0792 -1.9298 -0.2172  0.36
H -1.1899 1.0959 0.7907  0.34
S 1.3309 -0.7615 -0.2376  0.44
N -0.2414 -1.2858 0.4041  -0.45
F 2.0209 1.7611 0.2459  -0.26

---

Record 2
Entry from the Open Molecules 2025 dataset: 2 unconnected molecules or ions with the total composition C3H5F3S in a non-equilibrium geometry (ωB97M-V with the def2-TZVPD basis set).

highest occupied orbital energy: -10.38 eV
total charge: 0
frontier orbital gap: 10.378 eV

Each line ends with the Mulliken charge.
Positions of all 12 atoms, in Å:
H 1.2005 -1.4117 0.6895  0.37
F -2.0195 0.3587 -0.8800  -0.30
F -1.4120 -1.4194 0.1824  -0.20
F -0.7907 0.3813 1.7737  -0.50
S 0.3363 1.9474 -0.3038  -0.19
H -0.7346 -0.9455 -1.5314  0.22
H -1.0503 2.1506 -0.5543  0.21
C -0.9372 -0.4727 -0.6010  0.21
H 1.9655 -0.4850 -0.5522  0.42
H 1.8585 0.0402 1.2927  0.37
C 0.1162 0.3146 0.1227  0.78
C 1.4672 -0.4584 0.3617  -1.39

---

Record 3
Entry from the Open Molecules 2025 dataset: 2 unconnected molecules or ions with the total composition C3H5F3S in a non-equilibrium geometry (ωB97M-V with the def2-TZVPD basis set).

highest occupied orbital energy (spin up / spin down): -5.09 / -11.18 eV
total charge: 0
frontier orbital gap (spin up / spin down): 5.598 / 9.013 eV
2S+1: 3

Each line ends with the Mulliken charge.
Positions of all 12 atoms, in Å:
F -1.6788 -0.8829 1.7657  -0.43
H -1.6021 -1.5122 0.9163  0.39
H -0.0046 2.1409 -0.3348  0.34
F 2.0299 1.1175 0.5430  -0.23
C 0.2885 -0.0160 -0.4032  0.20
C 1.5220 -0.0145 0.0890  0.53
H -0.8705 1.2551 -1.5560  0.33
S -0.5223 -1.5304 -0.8211  -0.31
H 0.2702 -2.2663 -0.2276  0.17
C -0.5525 1.2733 -0.4965  -1.05
F 2.4285 -0.9795 0.2254  -0.24
H -1.3084 1.4151 0.2997  0.30